A structure of composition C42H44O3P2SSn at a distorted geometry, computed with the ωB97M-V functional and the def2-TZVPD basis.

Computed properties:
* 2S+1: 1
* F_max: 3.88 eV/Å
* frontier orbital gap: 0.24230 Eh
* ΔE to the lowest compared entry with this formula, charge and spin: 12.1 kcal/mol

Last column: Löwdin charge in e.
Positions of all 93 atoms, in Å:
Sn (2.27, -1.37, -0.88)  0.86
C (-3.13, 0.88, 3.86)  -0.10
C (-3.84, 0.94, 2.73)  -0.12
C (-4.34, 2.09, 1.94)  -0.21
C (-3.24, 2.94, 1.27)  -0.19
C (-2.46, 3.91, 2.14)  -0.11
C (-2.58, 4.10, 3.47)  -0.12
C (-3.42, 3.37, 4.48)  -0.20
C (-2.82, 1.97, 4.81)  -0.19
C (2.47, 0.36, 0.48)  -0.31
H (-2.70, -0.08, 4.15)  0.11
H (-4.15, -0.01, 2.30)  0.08
H (-5.00, 2.75, 2.51)  0.10
H (-4.92, 1.68, 1.10)  0.11
H (-2.48, 2.31, 0.77)  0.11
H (-3.71, 3.52, 0.45)  0.11
H (-1.71, 4.51, 1.58)  0.10
H (-1.95, 4.88, 3.93)  0.10
H (-4.46, 3.25, 4.14)  0.09
H (-3.44, 3.98, 5.41)  0.11
H (-1.73, 2.06, 4.92)  0.11
H (-3.19, 1.72, 5.82)  0.11
H (2.92, -0.17, 1.34)  -0.02
H (1.51, 0.84, 0.75)  0.01
H (3.17, 1.08, 0.03)  -0.04
P (0.16, -2.16, -2.17)  0.88
P (2.30, 0.20, -2.97)  0.90
C (-0.39, -0.57, -2.84)  -0.30
C (0.53, 0.21, -3.42)  -0.34
C (-0.22, -3.15, -3.68)  -0.36
C (-1.22, -2.76, -4.60)  -0.09
C (-1.36, -3.43, -5.83)  -0.07
C (-0.56, -4.54, -6.12)  -0.07
C (0.38, -4.97, -5.17)  -0.07
C (0.56, -4.28, -3.97)  -0.09
C (-1.24, -2.50, -1.07)  -0.36
C (-1.52, -1.63, -0.01)  -0.10
C (-2.61, -1.87, 0.81)  -0.05
C (-3.36, -3.04, 0.67)  -0.06
C (-3.08, -3.91, -0.39)  -0.08
C (-2.08, -3.60, -1.31)  -0.09
C (2.96, 0.36, -4.68)  -0.33
C (2.50, -0.52, -5.69)  -0.09
C (2.74, -0.22, -7.03)  -0.08
C (3.48, 0.92, -7.39)  -0.08
C (4.00, 1.74, -6.39)  -0.07
C (3.77, 1.44, -5.04)  -0.08
C (2.41, 1.95, -2.42)  -0.38
C (3.63, 2.41, -1.87)  -0.14
C (3.72, 3.71, -1.37)  -0.07
C (2.62, 4.57, -1.46)  -0.07
C (1.44, 4.14, -2.08)  -0.07
C (1.33, 2.82, -2.54)  -0.08
H (-1.48, -0.44, -2.95)  0.10
H (0.28, 0.90, -4.25)  0.10
H (-1.87, -1.92, -4.39)  0.10
H (-2.11, -3.07, -6.55)  0.11
H (-0.68, -5.06, -7.07)  0.11
H (0.99, -5.86, -5.39)  0.11
H (1.31, -4.60, -3.24)  0.11
H (-0.87, -0.77, 0.19)  0.09
H (-2.87, -1.12, 1.57)  0.08
H (-4.16, -3.26, 1.37)  0.11
H (-3.65, -4.83, -0.51)  0.10
H (-1.93, -4.21, -2.20)  0.10
H (1.91, -1.40, -5.41)  0.10
H (2.34, -0.87, -7.81)  0.11
H (3.65, 1.16, -8.45)  0.11
H (4.57, 2.64, -6.65)  0.11
H (4.19, 2.09, -4.27)  0.09
H (4.49, 1.73, -1.80)  0.12
H (4.65, 4.05, -0.92)  0.11
H (2.68, 5.59, -1.07)  0.11
H (0.60, 4.81, -2.22)  0.11
H (0.39, 2.50, -2.98)  0.09
C (0.91, -0.55, 8.56)  -0.06
C (0.98, -0.79, 7.07)  -0.29
C (0.88, -2.09, 6.59)  -0.05
C (1.04, -2.37, 5.23)  -0.07
C (1.16, -1.35, 4.30)  -0.24
C (1.26, -0.03, 4.76)  -0.05
C (1.16, 0.24, 6.14)  -0.05
S (1.26, -1.96, 2.57)  0.43
O (2.70, -1.92, 2.26)  -0.42
O (0.69, -3.31, 2.68)  -0.35
O (0.46, -1.03, 1.76)  -0.42
H (0.03, -1.05, 8.96)  0.08
H (1.78, -0.96, 9.07)  0.08
H (0.85, 0.51, 8.79)  0.07
H (0.70, -2.91, 7.28)  0.11
H (1.08, -3.41, 4.90)  0.11
H (1.45, 0.79, 4.06)  0.11
H (1.24, 1.27, 6.52)  0.10

A structure of composition C16H42B3BrF3NO21P4S at a distorted geometry, computed with the ωB97M-V functional and the def2-TZVPD basis.

Computed properties:
* 2S+1: 1
* F_max: 9.04 eV/Å
* frontier orbital gap: 0.22088 Eh

Last column: Löwdin charge in e.
Positions of all 92 atoms, in Å:
C (-0.70, -2.94, -0.32)  -0.03
C (0.67, -3.47, -0.94)  -0.34
N (1.54, -4.04, -0.12)  0.11
C (1.06, -3.41, -2.48)  0.01
B (0.59, -4.81, -3.13)  -0.39
O (-0.71, -4.93, -3.78)  0.20
B (-1.27, -6.11, -3.18)  -0.87
Br (-2.93, -6.20, -2.11)  0.80
O (-0.49, -7.33, -3.34)  0.16
B (0.71, -7.05, -2.58)  -0.48
S (1.03, -8.15, -1.08)  0.90
O (-0.28, -8.40, -0.37)  -0.30
O (1.56, -9.51, -1.47)  -0.31
C (2.26, -7.45, 0.15)  -0.48
F (1.55, -6.84, 1.20)  0.08
F (3.18, -6.58, -0.42)  0.10
F (3.00, -8.52, 0.69)  0.07
O (1.50, -5.95, -3.02)  0.23
H (-1.43, -3.83, -0.32)  0.08
H (-1.16, -2.08, -0.90)  0.07
H (-0.49, -2.69, 0.77)  0.09
H (1.16, -4.01, 0.84)  0.06
H (0.65, -2.49, -2.99)  0.10
H (2.21, -3.38, -2.52)  0.14
C (-0.27, 3.23, -0.38)  -0.12
O (-1.45, 2.45, -0.52)  -0.32
P (-1.53, 1.27, -1.77)  0.79
O (-0.41, 0.47, -1.11)  -0.23
O (-0.91, 2.37, -2.83)  -0.32
C (-1.79, 3.37, -3.35)  -0.11
O (-1.67, 0.12, -3.03)  -0.32
C (-0.56, -0.08, -3.89)  -0.14
H (-0.06, 3.36, 0.68)  0.08
H (0.60, 2.78, -0.86)  0.09
H (-0.45, 4.22, -0.81)  0.09
H (-1.28, 4.33, -3.30)  0.09
H (-2.72, 3.42, -2.78)  0.08
H (-2.02, 3.14, -4.39)  0.09
H (0.39, -0.06, -3.35)  0.08
H (-0.55, 0.69, -4.66)  0.08
H (-0.68, -1.05, -4.37)  0.09
C (-3.27, 9.04, 2.60)  -0.13
O (-1.93, 8.59, 2.63)  -0.32
P (-1.60, 6.91, 2.47)  0.78
O (-2.13, 6.92, 1.03)  -0.23
O (-2.81, 6.56, 3.53)  -0.32
C (-2.56, 6.74, 4.92)  -0.12
O (-1.21, 5.24, 2.35)  -0.32
C (-2.26, 4.32, 2.14)  -0.13
H (-3.31, 9.97, 2.04)  0.10
H (-3.95, 8.31, 2.13)  0.09
H (-3.61, 9.23, 3.63)  0.08
H (-3.41, 7.26, 5.36)  0.09
H (-1.65, 7.33, 5.09)  0.08
H (-2.45, 5.76, 5.39)  0.09
H (-3.00, 4.69, 1.43)  0.09
H (-2.75, 4.08, 3.09)  0.09
H (-1.83, 3.40, 1.75)  0.07
C (-1.70, 14.47, -1.51)  -0.13
O (-0.91, 13.78, -2.46)  -0.31
P (-0.65, 12.09, -2.27)  0.77
O (-2.12, 11.77, -2.49)  -0.23
O (-0.33, 12.30, -0.66)  -0.32
C (0.94, 12.85, -0.30)  -0.12
O (-0.20, 10.44, -2.16)  -0.31
C (-0.73, 9.66, -1.10)  -0.13
H (-2.31, 15.20, -2.04)  0.10
H (-2.35, 13.80, -0.93)  0.09
H (-1.04, 15.01, -0.82)  0.08
H (0.78, 13.62, 0.45)  0.09
H (1.45, 13.29, -1.16)  0.08
H (1.56, 12.06, 0.13)  0.09
H (-1.78, 9.89, -0.91)  0.09
H (-0.15, 9.82, -0.19)  0.08
H (-0.65, 8.61, -1.37)  0.09
C (3.92, -12.08, 4.41)  -0.13
O (2.77, -12.91, 4.26)  -0.31
P (2.75, -14.08, 3.01)  0.77
O (3.88, -14.89, 3.65)  -0.23
O (3.34, -12.98, 1.93)  -0.32
C (2.45, -11.99, 1.43)  -0.11
O (2.52, -15.23, 1.75)  -0.31
C (3.58, -15.44, 0.84)  -0.14
H (4.11, -11.96, 5.48)  0.09
H (4.81, -12.50, 3.94)  0.09
H (3.71, -11.10, 3.98)  0.08
H (2.95, -11.02, 1.47)  0.08
H (1.53, -11.94, 2.02)  0.09
H (2.20, -12.22, 0.40)  0.09
H (4.55, -15.46, 1.34)  0.09
H (3.57, -14.67, 0.07)  0.08
H (3.41, -16.41, 0.35)  0.09